(1)
{"formula": "C5H9O", "method": "ωB97M-V/def2-TZVPD", "charge": 1, "relative_energy_ev": 6.019, "species": ["O", "C", "C", "C", "C", "C", "H", "H", "H", "H", "H", "H", "H", "H", "H"], "xyz": [[-0.60140, 0.30479, 0.26431], [1.28701, -0.76310, -1.19763], [2.46158, -0.14347, -1.03376], [-0.04406, -0.55354, -0.59230], [-0.19503, 1.53069, 0.82397], [-1.83822, -0.28879, 0.81420], [-0.56010, -1.49205, -0.80135], [0.78442, 1.68459, 0.72092], [3.32052, -0.80060, -1.30804], [2.45854, 0.83753, -0.68128], [-2.33975, -0.91417, 0.10621], [-0.73611, 1.71087, 1.64036], [-1.71942, -0.56411, 1.77120], [1.11646, -1.76548, -1.62035], [-2.44729, 0.59975, 0.99101]], "mulliken_charge": [-0.005, -0.127, -0.608, 0.207, -0.376, -0.843, 0.183, 0.296, 0.236, 0.288, 0.377, 0.326, 0.420, 0.254, 0.371]}

=====

(2)
{"formula": "C5H9O2S", "method": "ωB97M-V/def2-TZVPD", "charge": -1, "relative_energy_ev": 4.692, "species": ["S", "O", "O", "C", "C", "C", "C", "C", "H", "H", "H", "H", "H", "H", "H", "H", "H"], "xyz": [[2.32741, -0.86902, -0.22490], [-2.55494, 1.61646, 0.00705], [-1.90272, 1.94986, -2.11217], [-1.61017, -1.06881, -0.82395], [-1.76445, 1.45355, -0.96581], [-0.52062, 0.33387, -0.67938], [-0.88357, -0.83055, 0.39922], [2.85935, 0.03362, 1.44965], [-1.34513, -0.21627, 1.17808], [-0.07488, -1.43567, 0.78642], [-1.36785, -1.79285, -1.64416], [3.57026, 0.70103, 0.96793], [2.26399, 0.59758, 2.17387], [0.21396, 0.86277, -0.04910], [-0.00266, 0.17956, -1.66754], [-2.66230, -0.78880, -0.74925], [3.45432, -0.72633, 1.95404]], "mulliken_charge": [-0.621, -0.687, -0.695, -0.505, 0.565, -0.468, -0.098, -0.899, 0.183, 0.308, 0.274, 0.188, 0.305, 0.288, 0.347, 0.267, 0.247]}

=====

(3)
{"formula": "C5H9O3", "method": "ωB97M-V/def2-TZVPD", "charge": -1, "relative_energy_ev": 0.000, "species": ["O", "O", "O", "C", "C", "C", "C", "C", "H", "H", "H", "H", "H", "H", "H", "H", "H"], "xyz": [[0.01384, -1.43404, 1.03325], [1.02686, 0.98193, 0.79222], [-1.09861, 1.57994, 0.38035], [0.06663, -1.18989, -1.38664], [0.47896, 3.29695, 0.82052], [-0.80452, -3.21513, -0.22073], [-0.26229, -1.98110, -0.15501], [0.08922, 1.82993, 0.64557], [0.78152, 3.47907, 1.85239], [-0.56333, -0.29765, -1.37688], [-0.37524, 3.91463, 0.55548], [1.35790, 3.52983, 0.21391], [0.33757, -0.46303, 0.97525], [-1.04990, -3.75061, 0.68432], [-1.01830, -3.63790, -1.19128], [-0.08273, -1.79942, -2.27742], [1.10243, -0.84351, -1.34530]], "mulliken_charge": [-0.561, -0.852, -0.716, -0.993, -1.017, -1.026, 0.794, 0.788, 0.252, 0.204, 0.279, 0.264, 0.470, 0.278, 0.239, 0.318, 0.281]}

=====

(4)
{"formula": "C5H9O3", "method": "ωB97M-V/def2-TZVPD", "relative_energy_ev": 3.523, "spin_multiplicity": 2, "species": ["O", "O", "O", "C", "C", "C", "C", "C", "H", "H", "H", "H", "H", "H", "H", "H", "H"], "xyz": [[-0.37684, -0.68510, 3.06169], [-1.26645, -1.49590, 3.67466], [0.15230, -1.02544, -2.22265], [0.30898, 0.26114, 0.94800], [0.32007, 0.49367, -0.36146], [1.31849, 1.42068, -0.94597], [-0.60357, -0.66520, 1.65999], [-0.58279, -0.21072, -1.33203], [-1.12587, 0.53947, -1.91996], [1.19340, 1.48753, -2.02799], [-0.48328, -1.70196, 1.32079], [1.21042, 2.42323, -0.52911], [1.01771, 0.78162, 1.56992], [-0.43598, -1.49642, -2.85661], [-1.32869, -0.82350, -0.81452], [-1.65465, -0.37696, 1.53375], [2.33673, 1.07388, -0.75850]], "mulliken_charge": [-0.044, -0.307, -0.545, -0.429, 0.643, -1.470, -0.387, -0.575, 0.314, 0.357, 0.335, 0.363, 0.435, 0.319, 0.346, 0.342, 0.305]}